(1)
{"formula": "C4H15N2O", "method": "the ωB97M-V functional and the def2-TZVPD basis", "lumo_ev": -3.1, "charge": 1, "gap_ev": 9.99, "homo_ev": -13.04, "e_tot_ev": -9412.3824, "max_force_ha_per_bohr": 0.0392, "elements": ["C", "N", "C", "N", "C", "C", "H", "H", "H", "H", "H", "H", "H", "H", "H", "H", "H", "H", "H", "H", "H", "O"], "xyz": [[0.770, 0.790, -1.289], [2.165, 0.606, -0.999], [-0.084, 0.303, -0.125], [-1.535, 0.156, -0.640], [-2.355, -0.754, 0.208], [0.043, 1.072, 1.167], [0.584, 1.871, -1.354], [0.472, 0.393, -2.271], [2.834, 0.966, -1.654], [2.395, -0.294, -0.619], [0.100, -0.759, 0.033], [-1.920, 1.100, -0.684], [-1.494, -0.241, -1.578], [-1.769, -1.643, 0.417], [-2.531, -0.261, 1.154], [-3.312, -0.967, -0.255], [0.824, 0.583, 1.747], [0.442, 2.070, 0.975], [-0.852, 1.173, 1.777], [2.144, -1.453, 1.002], [1.648, -2.628, 1.878], [1.431, -2.083, 1.112]]}


(2)
{"formula": "C5H10O2S", "method": "the ωB97M-V functional and the def2-TZVPD basis", "lumo_ev": -0.5, "gap_ev": 7.91, "homo_ev": -8.41, "e_tot_ev": -20268.7927, "max_force_ha_per_bohr": 0.1763, "elements": ["C", "C", "C", "C", "C", "H", "H", "H", "H", "H", "H", "H", "H", "H", "H", "O", "O", "S"], "xyz": [[1.232, 0.367, 0.948], [0.050, -0.009, 0.021], [0.418, -0.888, -1.179], [-1.098, 0.170, 0.870], [-0.714, 1.182, -0.169], [1.876, -0.664, 0.934], [1.906, 1.304, 0.278], [0.887, 0.908, 1.961], [1.461, -0.475, -1.606], [-0.255, -1.083, -1.998], [1.511, -2.729, -1.029], [-0.824, 0.416, 1.883], [-1.504, -1.828, 0.287], [-1.646, 0.838, -0.931], [-0.972, 3.197, -0.386], [0.349, -2.101, -0.492], [-0.150, 2.330, -0.051], [-2.529, -0.934, 0.660]]}


(3)
{"formula": "C30H21IN2O2PPtS2", "method": "the ωB97M-V functional and the def2-TZVPD basis", "lumo_ev": [-3.0, -5.0], "charge": 1, "gap_ev": [7.40, 6.17], "homo_ev": [-10.45, -11.22], "spin_multiplicity": 3, "e_tot_ev": -80825.7406, "max_force_ha_per_bohr": 0.0195, "elements": ["Pt", "I", "C", "C", "C", "C", "C", "C", "C", "C", "C", "P", "C", "C", "C", "C", "C", "C", "C", "C", "C", "C", "C", "C", "C", "H", "H", "H", "H", "H", "H", "H", "H", "H", "H", "H", "H", "H", "H", "H", "H", "O", "S", "O", "N", "C", "S", "C", "C", "C", "C", "C", "C", "H", "H", "H", "H", "N", "C", "H"], "xyz": [[1.453, 0.879, 0.262], [2.494, -0.666, 2.432], [0.583, -1.406, 3.106], [0.447, -1.296, 4.470], [-0.587, -1.948, 5.147], [-1.447, -2.736, 4.440], [-1.366, -2.817, 3.036], [-2.298, -3.632, 2.364], [-2.278, -3.746, 1.006], [-1.365, -2.986, 0.274], [-0.433, -2.167, 0.882], [0.546, -1.175, -0.301], [1.931, -2.284, -0.712], [2.719, -1.985, -1.825], [3.790, -2.797, -2.151], [4.108, -3.884, -1.351], [3.349, -4.164, -0.225], [2.256, -3.376, 0.091], [-0.454, -1.075, -1.812], [-0.357, -2.054, -2.801], [-1.096, -1.934, -3.961], [-1.918, -0.834, -4.155], [-2.041, 0.129, -3.165], [-1.316, 0.004, -1.992], [-0.361, -2.098, 2.306], [1.164, -0.723, 5.037], [-0.665, -1.859, 6.217], [-2.211, -3.313, 4.937], [-3.028, -4.166, 2.954], [-2.979, -4.383, 0.493], [-1.411, -3.033, -0.804], [2.477, -1.123, -2.437], [4.376, -2.582, -3.031], [4.944, -4.515, -1.612], [3.604, -5.001, 0.407], [1.660, -3.621, 0.960], [0.299, -2.899, -2.655], [-1.029, -2.703, -4.716], [-2.463, -0.729, -5.080], [-2.679, 0.987, -3.312], [-1.406, 0.764, -1.229], [0.913, 4.107, -2.299], [-0.356, 3.710, -1.756], [-1.343, 3.204, -2.652], [-0.062, 2.573, -0.544], [-0.379, 3.055, 0.627], [-0.123, 2.078, 1.978], [-0.904, 4.413, 0.660], [-1.234, 5.183, 1.767], [-1.656, 6.485, 1.546], [-1.759, 7.001, 0.260], [-1.412, 6.232, -0.848], [-0.986, 4.949, -0.621], [-1.139, 4.774, 2.763], [-1.901, 7.116, 2.385], [-2.100, 8.014, 0.117], [-1.471, 6.630, -1.846], [3.044, 3.191, -1.018], [2.779, 2.347, -0.276], [3.080, 3.883, -1.738]]}


(4)
{"formula": "C40H110N10O10", "method": "the ωB97M-V functional and the def2-TZVPD basis", "lumo_ev": 0.4, "gap_ev": 8.98, "homo_ev": -8.57, "e_tot_ev": -78633.5441, "max_force_ha_per_bohr": 0.0497, "smiles": "COC[C@H](C)N.COC[C@H](C)N.COC[C@H](C)N.COC[C@H](C)N.COC[C@H](C)N.COC[C@H](C)N.COC[C@H](C)N.COC[C@H](C)N.COC[C@H](C)N.COC[C@H](C)N", "elements": ["C", "O", "C", "C", "C", "N", "H", "H", "H", "H", "H", "H", "H", "H", "H", "H", "H", "C", "O", "C", "C", "C", "N", "H", "H", "H", "H", "H", "H", "H", "H", "H", "H", "H", "C", "O", "C", "C", "C", "N", "H", "H", "H", "H", "H", "H", "H", "H", "H", "H", "H", "C", "O", "C", "C", "C", "N", "H", "H", "H", "H", "H", "H", "H", "H", "H", "H", "H", "C", "O", "C", "C", "C", "N", "H", "H", "H", "H", "H", "H", "H", "H", "H", "H", "H", "C", "O", "C", "C", "C", "N", "H", "H", "H", "H", "H", "H", "H", "H", "H", "H", "H", "C", "O", "C", "C", "C", "N", "H", "H", "H", "H", "H", "H", "H", "H", "H", "H", "H", "C", "O", "C", "C", "C", "N", "H", "H", "H", "H", "H", "H", "H", "H", "H", "H", "H", "C", "O", "C", "C", "C", "N", "H", "H", "H", "H", "H", "H", "H", "H", "H", "H", "H", "C", "O", "C", "C", "C", "N", "H", "H", "H", "H", "H", "H", "H", "H", "H", "H", "H"], "xyz": [[2.033, -2.915, -2.613], [1.185, -3.383, -1.564], [0.965, -4.779, -1.656], [1.951, -5.630, -0.815], [3.433, -5.484, -1.206], [1.546, -7.040, -0.859], [2.271, -1.856, -2.487], [1.352, -2.888, -3.473], [2.959, -3.447, -2.818], [-0.018, -5.000, -1.237], [1.016, -5.086, -2.707], [1.830, -5.310, 0.227], [4.070, -6.227, -0.727], [3.805, -4.491, -0.945], [3.473, -5.649, -2.287], [1.603, -7.353, -1.823], [2.173, -7.554, -0.258], [0.729, 1.600, -1.658], [-0.265, 0.763, -1.125], [0.155, -0.042, -0.034], [-1.025, -0.885, 0.416], [-0.717, -1.709, 1.673], [-1.431, -1.808, -0.686], [0.481, 1.815, -2.700], [1.712, 1.114, -1.667], [0.818, 2.569, -1.156], [0.970, -0.687, -0.387], [0.588, 0.463, 0.841], [-1.926, -0.347, 0.722], [-0.360, -1.058, 2.473], [-0.017, -2.523, 1.468], [-1.633, -2.175, 2.039], [-0.735, -2.538, -0.810], [-1.283, -1.165, -1.467], [-5.365, -4.789, 0.421], [-5.829, -4.255, -0.795], [-4.939, -3.280, -1.299], [-5.209, -1.887, -0.728], [-6.616, -1.389, -1.033], [-4.247, -0.937, -1.297], [-4.403, -5.303, 0.343], [-6.067, -5.592, 0.662], [-5.308, -4.152, 1.310], [-3.888, -3.522, -1.115], [-5.113, -3.203, -2.374], [-5.099, -1.839, 0.366], [-6.804, -0.392, -0.626], [-7.372, -2.014, -0.551], [-6.797, -1.357, -2.108], [-4.373, -0.018, -0.890], [-3.291, -1.243, -1.077], [-2.094, -4.759, 1.348], [-2.185, -6.154, 1.450], [-2.273, -6.656, 2.766], [-3.058, -7.946, 2.873], [-4.495, -7.782, 2.392], [-3.079, -8.363, 4.297], [-1.097, -4.417, 1.666], [-2.812, -4.248, 1.997], [-2.179, -4.514, 0.292], [-1.243, -6.723, 3.145], [-2.744, -5.894, 3.405], [-2.593, -8.761, 2.309], [-5.064, -7.076, 2.999], [-4.979, -8.758, 2.483], [-4.571, -7.472, 1.350], [-2.107, -8.621, 4.475], [-3.574, -9.244, 4.389], [-2.734, -0.531, 4.884], [-2.272, -1.745, 5.424], [-2.094, -1.674, 6.817], [-1.414, -2.931, 7.305], [-2.070, -4.218, 6.796], [-1.266, -2.920, 8.781], [-2.785, -0.558, 3.794], [-2.044, 0.268, 5.171], [-3.775, -0.348, 5.176], [-1.526, -0.784, 7.109], [-3.072, -1.584, 7.314], [-0.374, -2.932, 6.959], [-3.066, -4.283, 7.246], [-1.504, -5.099, 7.093], [-2.182, -4.159, 5.714], [-2.213, -2.868, 9.159], [-0.949, -3.844, 9.055], [3.727, 4.386, -2.360], [4.331, 5.661, -2.429], [4.329, 6.341, -1.180], [4.753, 7.777, -1.400], [6.114, 7.914, -2.063], [4.742, 8.550, -0.140], [2.674, 4.398, -2.665], [3.716, 3.936, -1.362], [4.312, 3.746, -3.022], [3.334, 6.308, -0.723], [5.069, 5.883, -0.507], [3.973, 8.285, -1.978], [6.478, 8.939, -1.979], [6.137, 7.600, -3.104], [6.880, 7.330, -1.539], [3.794, 8.455, 0.228], [5.297, 8.065, 0.567], [-1.104, 8.424, -4.018], [-0.635, 8.099, -2.721], [-1.490, 7.230, -1.982], [-0.763, 5.894, -1.805], [-1.673, 4.819, -1.257], [0.423, 5.976, -0.957], [-0.364, 9.131, -4.390], [-2.101, 8.867, -4.067], [-1.084, 7.535, -4.658], [-1.678, 7.717, -1.017], [-2.482, 7.159, -2.440], [-0.359, 5.530, -2.754], [-1.113, 3.899, -1.086], [-2.416, 4.583, -2.024], [-2.193, 5.036, -0.321], [0.162, 6.286, -0.025], [1.104, 6.617, -1.347], [-0.211, 3.392, 1.501], [0.008, 3.150, 2.865], [-1.137, 2.927, 3.630], [-2.193, 4.067, 3.587], [-1.640, 5.439, 3.933], [-3.242, 3.658, 4.531], [0.735, 3.728, 1.070], [-0.833, 4.259, 1.264], [-0.549, 2.495, 0.974], [-1.726, 2.049, 3.328], [-0.882, 2.747, 4.677], [-2.518, 3.945, 2.552], [-0.781, 5.771, 3.349], [-1.472, 5.603, 4.995], [-2.462, 6.097, 3.618], [-3.912, 4.428, 4.515], [-2.934, 3.684, 5.500], [0.471, 4.045, -5.831], [0.731, 3.722, -7.179], [1.363, 4.792, -7.856], [1.778, 4.347, -9.245], [0.518, 3.980, -10.070], [2.646, 3.139, -9.147], [1.377, 4.363, -5.300], [0.182, 3.087, -5.399], [-0.279, 4.821, -5.656], [0.685, 5.645, -7.982], [2.242, 5.130, -7.298], [2.276, 5.158, -9.779], [-0.080, 4.886, -10.207], [-0.050, 3.297, -9.437], [0.751, 3.520, -11.026], [2.579, 2.650, -10.031], [2.166, 2.545, -8.474], [3.236, -2.506, 0.869], [4.569, -2.999, 0.832], [4.726, -4.045, 1.775], [6.128, -4.624, 1.558], [6.343, -5.933, 2.311], [7.168, -3.705, 2.005], [3.001, -2.033, 1.826], [2.524, -3.307, 0.661], [3.184, -1.828, 0.017], [4.633, -3.565, 2.766], [3.900, -4.769, 1.828], [6.241, -4.854, 0.495], [7.371, -6.284, 2.213], [5.743, -6.801, 2.028], [6.163, -5.787, 3.383], [7.028, -2.770, 1.639], [7.043, -3.661, 3.015]]}


(5)
{"formula": "C4H5F3", "method": "the ωB97M-V functional and the def2-TZVPD basis", "lumo_ev": 1.0, "gap_ev": 10.92, "homo_ev": -9.95, "e_tot_ev": -12379.8028, "max_force_ha_per_bohr": 0.0686, "smiles": "C[C@@]1(F)CC1(F)F", "elements": ["C", "C", "F", "C", "C", "F", "F", "H", "H", "H", "H", "H"], "xyz": [[1.240, 0.894, -0.088], [-0.148, 0.361, -0.410], [-0.955, 1.111, -1.204], [-0.391, -1.161, -0.469], [-0.933, -0.325, 0.728], [-2.213, -0.125, 0.869], [-0.312, -0.392, 1.925], [1.127, 1.222, 0.928], [1.428, 1.755, -0.786], [1.815, -0.054, -0.155], [-1.077, -1.431, -1.216], [0.419, -1.855, -0.123]]}


Repeat the fifth record exactly.
{"formula": "C4H5F3", "method": "the ωB97M-V functional and the def2-TZVPD basis", "lumo_ev": 1.0, "gap_ev": 10.92, "homo_ev": -9.95, "e_tot_ev": -12379.8028, "max_force_ha_per_bohr": 0.0686, "smiles": "C[C@@]1(F)CC1(F)F", "elements": ["C", "C", "F", "C", "C", "F", "F", "H", "H", "H", "H", "H"], "xyz": [[1.240, 0.894, -0.088], [-0.148, 0.361, -0.410], [-0.955, 1.111, -1.204], [-0.391, -1.161, -0.469], [-0.933, -0.325, 0.728], [-2.213, -0.125, 0.869], [-0.312, -0.392, 1.925], [1.127, 1.222, 0.928], [1.428, 1.755, -0.786], [1.815, -0.054, -0.155], [-1.077, -1.431, -1.216], [0.419, -1.855, -0.123]]}